{"formula": "C23H44BClNO16P3S", "method": "ωB97M-V/def2-TZVPD", "species": ["Cl", "S", "P", "P", "P", "O", "O", "O", "O", "O", "O", "O", "O", "O", "O", "O", "O", "O", "O", "O", "O", "N", "C", "C", "C", "C", "C", "C", "C", "C", "C", "C", "C", "C", "C", "C", "C", "C", "C", "C", "C", "C", "C", "C", "C", "B", "H", "H", "H", "H", "H", "H", "H", "H", "H", "H", "H", "H", "H", "H", "H", "H", "H", "H", "H", "H", "H", "H", "H", "H", "H", "H", "H", "H", "H", "H", "H", "H", "H", "H", "H", "H", "H", "H", "H", "H", "H", "H", "H", "H"], "coordinates": [[1.580921, -0.462943, 0.098947], [1.214691, -0.546707, 5.957718], [1.458075, -0.236120, 4.052199], [-1.850022, -3.922520, 4.156996], [2.405963, -1.696776, 1.579466], [-7.816175, 6.447493, -2.561403], [9.136379, -5.560715, 2.400726], [3.092864, 3.359371, -2.767500], [-1.201264, 6.198144, -1.989324], [-0.241564, -1.713994, 2.626700], [-0.190906, -5.066178, 2.211683], [0.227860, -8.487950, 1.093377], [1.981932, 1.464148, -2.322783], [-3.034254, 5.184687, -2.784499], [8.214141, -4.006484, 1.046112], [-6.574225, 7.675775, -3.965278], [7.103276, -5.905904, 1.482205], [2.579818, -3.318559, 1.006970], [-0.992671, 4.326602, -3.234922], [4.021191, 1.804756, -1.417468], [-6.292406, 7.893197, -1.734720], [-3.342944, -4.506641, 4.270696], [-2.295669, 7.105741, -1.807223], [-0.707349, -2.711411, 1.734581], [1.066996, 2.349120, -2.979263], [-1.205997, -4.061931, 2.394282], [-3.469745, 6.172751, -1.844170], [1.138543, -1.804602, 2.982147], [1.802027, -7.558608, 2.991783], [-1.678192, 5.157453, -2.719583], [6.193741, -5.025017, 0.820834], [-2.161248, 7.880157, -0.516862], [3.120140, 2.174327, -2.103654], [-7.614852, 7.188514, -6.107919], [-7.215929, 6.663325, -4.747948], [-0.693958, -6.376039, 2.487746], [7.127994, -4.081197, 0.118761], [1.421352, 4.663893, -3.962610], [8.240646, -5.193812, 1.710329], [1.541357, -3.021953, 3.901623], [-8.374113, 6.290320, -3.867619], [6.538966, -2.716163, -0.151168], [1.998716, 3.290594, -3.689841], [-6.841023, 7.387243, -2.664203], [1.605318, -7.561650, 4.563368], [0.419968, -7.526752, 2.147711], [5.735825, -2.776017, -0.887531], [-0.948132, -6.533711, 3.583784], [2.354757, -8.489616, 2.711028], [0.816789, -3.199949, 4.742318], [-0.941873, -4.625379, 5.030832], [0.518841, 0.757856, 3.600537], [2.539438, -7.161880, 5.034898], [7.512371, -4.514214, -0.811372], [-2.083182, -4.404912, 1.763571], [2.499400, -2.719336, 4.422108], [-9.227671, 6.967954, -3.961275], [-1.616671, -2.275310, 1.227137], [5.552448, -5.574544, 0.131986], [-1.214173, 8.422874, -0.495339], [-2.978230, 8.594306, -0.404767], [-8.068933, 6.401607, -6.712083], [-3.606614, -4.827351, 3.333241], [1.419637, -8.585431, 4.992863], [6.142372, -2.270211, 0.763728], [-1.840161, -2.524610, 4.487442], [2.374334, 2.853995, -4.622147], [0.717472, -8.144214, 0.328757], [0.620318, 4.613013, -4.693616], [0.419387, 1.801610, -3.662904], [0.454772, 2.833951, -2.219059], [-2.303278, 7.795180, -2.658067], [-8.711521, 5.266469, -4.025490], [-6.742797, 7.577854, -6.636512], [2.748252, 0.309212, 3.717779], [1.782618, -3.958554, 3.340606], [-3.662368, 5.676971, -0.888345], [7.306738, -2.035729, -0.524016], [5.572381, -4.538103, 1.578314], [-6.512286, 5.831289, -4.859618], [2.359048, -6.611757, 2.720460], [-0.013672, -2.997296, 0.904340], [2.093803, -3.340813, 0.164034], [1.038374, 5.118241, -3.055220], [-1.639960, -6.621423, 1.922165], [0.754567, -6.912906, 4.916142], [2.202969, 5.329724, -4.341373], [-2.159635, 7.210534, 0.346116], [-8.323275, 8.015088, -6.018695], [-4.380846, 6.658559, -2.183755]], "forces_ev_per_a": [[-0.1843, -1.0994, 0.6449], [0.1082, 0.0401, -0.1133], [-0.6442, 0.3926, 0.4777], [-2.3388, -0.5532, -0.1313], [1.7429, -0.7385, 0.4459], [0.3070, 0.3086, -0.0155], [-0.2051, 0.0594, -0.1417], [0.0383, -0.5666, 0.2241], [-0.1166, -0.5224, -0.4375], [0.6534, -0.4093, -0.1508], [-0.5854, 0.0544, 0.4363], [0.0947, 1.7791, 1.0054], [0.3527, 0.1681, -0.0059], [0.5538, -0.0747, -0.0288], [-0.0347, -0.5019, 0.1602], [-0.0037, -0.1817, 0.5659], [0.2296, 0.1913, 0.0322], [-1.0968, 2.1814, -0.3761], [-1.2676, 0.0159, 0.4262], [-0.1843, 0.0265, -0.1016], [-0.0513, -0.1239, -0.1798], [1.3099, 0.3556, -0.5985], [-0.1465, 0.7753, 0.7503], [-1.5625, -0.7363, -0.4434], [-0.3996, -0.3009, -0.1224], [0.6975, 0.1469, -1.1050], [-0.5702, 0.0850, -0.1238], [-0.2320, -0.1745, -0.0403], [-0.8273, -0.1803, 0.2615], [-0.0341, -0.2428, -0.0710], [-0.3548, -0.3459, -0.1198], [0.3992, -0.0634, 0.1517], [0.3850, -0.0275, 0.2351], [0.1808, 0.3841, -0.0294], [-0.2531, 0.0397, -1.0139], [-0.4965, -1.7275, 0.2175], [-0.4459, 0.8047, -0.4016], [1.1473, 0.4642, -0.1129], [0.4295, -0.1051, 0.3351], [1.0213, 0.2387, 0.2091], [-0.3097, -0.4489, 0.0405], [0.2599, 0.2856, 0.1786], [-0.5736, 0.8905, -0.4231], [-0.0333, 0.2356, 0.2736], [0.1494, 0.2427, 0.2937], [0.7361, -0.1894, -0.2370], [0.0502, -0.0495, 0.0170], [0.0990, 0.4717, -0.9585], [-0.0545, 1.0223, 0.0697], [0.5801, 0.3339, -1.0310], [0.0103, 0.7772, -0.5101], [0.6408, -0.6536, -0.3096], [-0.8269, -0.4230, -0.2315], [-0.0407, -0.0952, 0.0755], [0.5713, 0.4294, 0.8694], [-0.9265, -0.3762, -0.4623], [0.1056, 0.0352, -0.1307], [0.9595, -0.2195, 0.6383], [0.1134, -0.1386, 0.1174], [-0.1060, 0.0585, -0.0797], [0.0027, -0.0633, -0.0932], [0.0514, -0.0162, 0.0747], [-0.1707, -0.0368, 0.5049], [0.1955, 0.9318, -0.6295], [-0.0424, -0.1202, -0.0151], [0.7009, -0.7169, 0.1049], [-0.0150, -0.1059, 0.0919], [-0.1135, -0.4942, 0.0447], [0.1411, -0.0536, -0.0147], [0.0983, -0.1179, 0.1302], [0.0905, 0.1022, -0.1080], [-0.0537, -0.1158, -0.0262], [0.0682, 0.0275, 0.2189], [-0.0200, -0.1517, -0.0056], [-0.6764, -0.4415, -0.2054], [-0.6161, 0.8325, 0.2966], [0.1106, 0.1274, 0.0277], [-0.0649, -0.0913, -0.1035], [0.0443, 0.1439, -0.1183], [-0.0640, -0.0072, 0.1075], [-0.3192, -1.0419, 0.1296], [-0.2084, 0.3644, 0.8496], [0.1238, -0.5201, 0.1500], [0.1020, -0.0896, -0.0163], [0.7255, 0.6129, 0.3545], [0.8367, -0.5184, -0.4638], [0.0637, -0.2057, -0.1181], [-0.0898, -0.0350, -0.0902], [-0.0229, -0.0947, 0.0836], [0.1010, -0.1299, -0.0764]], "homo_lumo_gap_ev": 8.4639, "smiles": "CCB(O)CO[C@H](CO[C@](C)([PH2]=S)P(O)Cl)[PH2]=N.C[C@@H]1COC(=O)O1.C[C@@H]1COC(=O)O1.C[C@@H]1COC(=O)O1.C[C@@H]1COC(=O)O1", "e_homo_ev": -8.5, "largest_force_ev_per_a": 2.5}